[1]
Below is an isolated ion of composition C14H8F4NO4 and charge -1 in a non-equilibrium geometry, with properties calculated with the ωB97M-V functional and the def2-TZVPD basis.

ORCA input file:
```
! RIJCOSX wB97M-V def2-TZVPD def2/J DEFGRID3
* xyz -1 1
F 1.88 1.05 0.27
C 1.04 2.02 0.70
C 1.44 3.29 0.91
F 2.66 3.71 0.56
C 0.55 4.29 1.52
O 0.87 5.48 1.63
C -0.72 3.77 2.06
F -1.45 4.63 2.81
C -1.13 2.52 1.82
F -2.19 1.99 2.47
C -0.31 1.54 1.05
O -0.36 0.31 1.63
C 1.46 -4.30 -2.02
C 0.79 -3.07 -1.47
C 0.10 -3.12 -0.26
C -0.47 -1.98 0.29
C -0.36 -0.77 -0.41
C -0.92 0.53 0.18
N -2.49 0.38 0.35
O -3.14 1.34 -0.11
O -2.95 -0.64 0.84
C 0.28 -0.72 -1.64
C 0.83 -1.87 -2.19
H 2.05 -4.05 -2.91
H 2.12 -4.76 -1.27
H 0.72 -5.07 -2.31
H 0.01 -4.07 0.28
H -1.02 -2.02 1.23
H -0.90 1.19 -0.69
H 0.30 0.24 -2.16
H 1.31 -1.84 -3.16
*
```

Calculated total energy: -35190.881 eV
Kohn-Sham gap: 6.21 eV
Relative energy (zero: lowest compared OMol25 entry of this formula, charge and spin): 70.0 kcal per mole

[2]
Below is one molecule with the formula C7H12O in a non-equilibrium geometry, with properties calculated with the ωB97M-V functional and the def2-TZVPD basis.

ORCA input file:
```
! RIJCOSX wB97M-V def2-TZVPD def2/J DEFGRID3
* xyz 0 1
O 3.35 -0.16 1.03
C 3.24 -0.20 -0.42
C 1.86 -0.43 -0.92
C 0.74 0.32 -0.48
C -0.46 -0.62 0.22
C -3.91 0.79 0.47
C -2.80 0.15 0.05
C -1.55 0.13 0.72
H 3.64 0.78 -0.74
H 1.81 -1.03 -1.81
H 3.92 -0.97 -0.79
H 1.05 1.05 0.27
H 0.23 0.84 -1.29
H -0.86 -1.31 -0.52
H 0.00 -1.26 0.96
H 2.73 -0.81 1.36
H -4.79 0.86 -0.13
H -3.89 1.46 1.32
H -2.85 -0.47 -0.84
H -1.45 0.86 1.53
*
```

Calculated total energy: -9495.716 eV
Kohn-Sham gap: 4.56 eV
Relative energy (zero: lowest compared OMol25 entry of this formula, charge and spin): 117.7 kcal per mole

[3]
Below is a 2-piece molecular cluster, C10H17P overall in a non-equilibrium geometry, with properties calculated with the ωB97M-V functional and the def2-TZVPD basis.

ORCA input file:
```
! RIJCOSX wB97M-V def2-TZVPD def2/J DEFGRID3
* xyz 0 1
C 0.71 1.13 4.32
C 1.74 0.51 3.85
C 0.34 -0.64 0.43
C 1.04 1.14 -0.97
C -1.36 0.67 -2.63
C -0.31 -1.60 -1.98
C -2.35 -0.78 -0.78
C 2.73 -0.25 3.46
C -0.17 0.43 -0.38
C -1.03 -0.33 -1.46
P 1.27 -1.59 1.22
H 0.78 1.93 4.95
H -0.36 0.85 4.14
H 1.76 0.44 -1.33
H 0.80 1.78 -1.82
H 1.54 1.87 -0.27
H -0.57 0.54 -3.39
H -2.25 0.29 -3.23
H -1.51 1.70 -2.37
H 0.72 -1.48 -2.09
H -0.63 -2.45 -1.53
H -0.58 -1.61 -3.00
H -2.17 -1.04 0.19
H -3.04 0.06 -0.79
H -2.78 -1.51 -1.52
H 3.19 -0.95 4.16
H 3.36 -0.24 2.60
H -0.85 1.13 0.20
*
```

Calculated total energy: -19929.781 eV
Kohn-Sham gap: 9.64 eV
Relative energy (zero: lowest compared OMol25 entry of this formula, charge and spin): 69.7 kcal per mole
SMILES string: C[C@H](C#P)C(C)(C)C.C=C=C

[4]
Below is a 12-piece molecular cluster, C36H96O12 overall in a non-equilibrium geometry, with properties calculated with the ωB97M-V functional and the def2-TZVPD basis.

ORCA input file:
```
! RIJCOSX wB97M-V def2-TZVPD def2/J DEFGRID3
* xyz 0 1
C 5.08 0.72 -2.76
C 5.69 -0.66 -2.34
C 6.51 -0.48 -1.11
O 4.76 -1.70 -2.18
H 5.82 1.58 -2.64
H 4.21 0.90 -2.07
H 4.70 0.79 -3.78
H 6.28 -1.02 -3.16
H 7.16 -1.31 -0.95
H 5.89 -0.56 -0.24
H 7.12 0.44 -1.19
H 4.64 -1.94 -1.25
C -3.60 -0.88 2.01
C -3.72 -2.12 2.93
C -5.16 -2.34 3.42
O -3.18 -3.32 2.30
H -2.58 -0.88 1.67
H -3.81 0.09 2.44
H -4.23 -0.89 1.14
H -3.06 -2.01 3.82
H -5.37 -1.44 3.99
H -5.20 -3.19 4.05
H -5.80 -2.56 2.59
H -3.88 -3.69 1.74
C 5.07 2.96 0.61
C 3.76 3.64 0.29
C 3.44 4.65 1.33
O 3.76 4.25 -1.06
H 5.99 3.60 0.54
H 5.07 2.06 -0.01
H 4.96 2.50 1.64
H 3.03 2.85 0.26
H 2.59 5.25 1.01
H 4.33 5.30 1.48
H 3.21 4.18 2.31
H 4.39 3.85 -1.66
C 0.47 1.13 5.03
C -0.94 0.40 4.80
C -2.02 0.77 5.80
O -1.49 0.81 3.54
H 0.34 2.18 5.20
H 1.08 0.79 4.23
H 0.86 0.58 5.89
H -0.70 -0.67 4.83
H -2.30 1.80 5.62
H -1.61 0.67 6.79
H -2.92 0.21 5.80
H -0.77 0.50 2.87
C 3.74 -4.62 1.96
C 4.23 -4.43 0.57
C 4.60 -5.74 0.02
O 3.25 -3.74 -0.16
H 2.95 -5.33 1.92
H 3.35 -3.66 2.38
H 4.52 -4.95 2.57
H 5.14 -3.80 0.55
H 3.76 -6.45 0.06
H 5.36 -6.28 0.56
H 5.00 -5.65 -0.96
H 3.23 -3.97 -1.11
C -3.59 -0.95 -2.11
C -3.17 -0.98 -3.52
C -2.27 -2.05 -3.84
O -4.28 -1.20 -4.42
H -2.76 -1.10 -1.37
H -4.23 -1.80 -1.85
H -4.03 -0.03 -1.90
H -2.76 -0.06 -3.85
H -1.37 -2.01 -3.25
H -1.96 -2.04 -4.86
H -2.70 -3.02 -3.61
H -5.01 -0.59 -4.21
C -6.16 4.27 0.13
C -5.44 2.95 0.35
C -5.83 1.94 -0.79
O -4.02 3.08 0.30
H -7.14 4.24 0.56
H -6.19 4.56 -0.94
H -5.62 5.11 0.63
H -5.82 2.54 1.28
H -5.21 2.16 -1.69
H -6.86 2.00 -1.08
H -5.61 0.92 -0.47
H -3.76 3.68 0.99
C -0.32 -5.02 2.05
C 0.13 -3.80 1.20
C 0.13 -4.02 -0.31
O -0.65 -2.65 1.45
H 0.41 -5.75 2.07
H -1.35 -5.33 1.78
H -0.39 -4.66 3.11
H 1.18 -3.53 1.47
H 0.28 -2.99 -0.75
H -0.87 -4.43 -0.66
H 0.97 -4.70 -0.58
H -1.55 -2.99 1.74
C 1.95 -2.62 -3.48
C 2.92 -3.62 -4.15
C 3.88 -3.04 -5.21
O 3.77 -4.24 -3.12
H 1.42 -2.03 -4.26
H 2.53 -1.87 -2.94
H 1.21 -3.04 -2.81
H 2.32 -4.45 -4.57
H 4.49 -3.82 -5.59
H 4.51 -2.30 -4.75
H 3.32 -2.59 -6.05
H 4.38 -3.58 -2.79
C -2.16 4.02 -4.34
C -2.27 3.57 -2.92
C -0.85 3.37 -2.32
O -3.04 4.46 -2.17
H -1.83 5.09 -4.43
H -3.09 3.89 -4.86
H -1.32 3.37 -4.69
H -2.74 2.55 -2.93
H -0.35 4.32 -2.16
H -0.36 2.59 -2.96
H -0.99 2.84 -1.39
H -3.35 4.00 -1.31
C 2.18 -0.22 -0.04
C 0.80 0.23 0.45
C -0.40 -0.13 -0.45
O 0.54 -0.30 1.74
H 2.33 -1.32 0.09
H 2.94 0.33 0.46
H 2.24 0.06 -1.14
H 0.81 1.37 0.52
H -0.19 0.18 -1.48
H -1.28 0.44 -0.14
H -0.54 -1.18 -0.34
H 0.06 -1.15 1.73
C -2.44 4.78 3.53
C -1.77 4.92 2.19
C -1.21 3.61 1.68
O -2.85 5.38 1.35
H -3.20 4.08 3.42
H -2.99 5.69 3.77
H -1.77 4.51 4.38
H -0.99 5.68 2.20
H -0.38 3.45 2.39
H -0.83 3.66 0.64
H -1.95 2.88 1.82
H -2.64 5.33 0.38
*
```

Calculated total energy: -63457.040 eV
Kohn-Sham gap: 9.99 eV
Relative energy (zero: lowest compared OMol25 entry of this formula, charge and spin): 67.4 kcal per mole
SMILES string: CC(C)O.CC(C)O.CC(C)O.CC(C)O.CC(C)O.CC(C)O.CC(C)O.CC(C)O.CC(C)O.CC(C)O.CC(C)O.CC(C)O

[5]
Below is a 2-piece molecular cluster, C5H8N2O5 overall in a non-equilibrium geometry, with properties calculated with the ωB97M-V functional and the def2-TZVPD basis.

ORCA input file:
```
! RIJCOSX wB97M-V def2-TZVPD def2/J DEFGRID3
* xyz 0 1
C -1.48 1.98 -2.03
C -0.42 -0.23 1.72
C -0.30 -0.95 3.09
C 1.92 0.24 -0.77
C 0.68 -0.48 -1.38
N -1.18 2.05 -0.89
N -0.20 -1.09 -0.60
O -0.94 0.85 1.54
O -1.25 -1.51 -0.97
O 0.08 -1.15 0.85
O 0.58 -0.53 -2.76
O -1.59 2.11 -3.17
H -1.09 -0.60 3.72
H -0.26 -2.01 3.02
H 0.55 -0.59 3.59
H 2.46 0.57 -1.66
H 2.59 -0.38 -0.16
H 1.45 1.06 -0.26
H -1.31 1.76 0.03
H -0.28 -1.11 -2.92
*
```

Calculated total energy: -18528.551 eV
Kohn-Sham gap: 9.33 eV
Relative energy (zero: lowest compared OMol25 entry of this formula, charge and spin): 48.7 kcal per mole
SMILES string: CC(=O)O/[N+]([O-])=C(\C)O.N=C=O

[6]
Below is C16H48ClN4O10 as an isolated structure in a non-equilibrium geometry, with properties calculated with the ωB97M-V functional and the def2-TZVPD basis.

ORCA input file:
```
! RIJCOSX wB97M-V def2-TZVPD def2/J DEFGRID3
* xyz -1 1
Cl 17.95 14.21 -23.47
O 17.50 14.41 -24.83
O 19.22 14.87 -23.28
O 17.00 14.73 -22.60
O 18.09 12.83 -23.11
O 20.07 14.58 -21.32
H 19.74 14.94 -22.14
H 19.32 14.15 -20.92
O 15.13 16.23 -22.73
H 15.38 15.44 -23.21
H 15.60 16.94 -23.18
C 17.20 9.46 -23.96
C 17.13 10.44 -22.77
C 16.54 9.79 -21.56
O 16.47 10.64 -20.48
C 15.82 10.17 -19.34
N 18.40 10.89 -22.40
H 17.82 8.61 -23.67
H 17.49 9.89 -24.92
H 16.22 9.02 -24.15
H 16.68 11.38 -23.06
H 17.18 8.96 -21.25
H 15.55 9.36 -21.70
H 15.56 10.96 -18.64
H 16.56 9.63 -18.74
H 15.05 9.43 -19.54
H 18.77 11.53 -23.09
H 18.28 11.51 -21.62
C 23.55 9.93 -23.62
C 22.54 10.83 -23.04
C 21.81 11.52 -24.26
O 20.93 12.51 -23.69
C 19.98 12.99 -24.62
N 21.68 10.01 -22.19
H 24.38 10.36 -24.19
H 23.18 9.16 -24.29
H 24.06 9.37 -22.84
H 23.12 11.61 -22.55
H 21.18 10.80 -24.77
H 22.49 12.01 -24.95
H 19.25 12.26 -24.98
H 20.52 13.25 -25.53
H 19.35 13.82 -24.28
H 22.21 9.80 -21.36
H 20.96 10.59 -21.79
C 21.02 15.89 -25.21
C 19.68 15.88 -25.87
C 19.65 16.70 -27.15
O 18.38 16.59 -27.86
C 17.38 17.25 -27.06
N 19.24 14.49 -26.13
H 21.05 15.27 -24.32
H 21.30 16.90 -24.90
H 21.70 15.42 -25.92
H 18.97 16.33 -25.17
H 20.49 16.49 -27.82
H 19.73 17.76 -26.91
H 16.47 17.39 -27.65
H 17.50 18.29 -26.78
H 16.97 16.65 -26.24
H 18.68 14.49 -26.97
H 18.55 14.33 -25.41
C 16.13 18.98 -24.75
C 17.04 17.79 -24.46
C 17.71 17.81 -23.10
O 18.67 18.92 -23.05
C 19.24 19.08 -21.72
N 16.18 16.65 -24.58
H 15.46 19.31 -23.95
H 15.49 18.84 -25.63
H 16.75 19.83 -25.02
H 17.88 17.93 -25.15
H 18.31 16.90 -23.05
H 16.94 17.74 -22.33
H 18.56 18.92 -20.88
H 19.37 20.16 -21.64
H 20.26 18.74 -21.57
H 15.72 16.57 -25.48
H 16.79 15.85 -24.69
*
```

Calculated total energy: -56307.946 eV
Kohn-Sham gap: 7.80 eV
Relative energy (zero: lowest compared OMol25 entry of this formula, charge and spin): 316.1 kcal per mole